1.
{"formula": "C26H50ClN2O5P", "method": "the ωB97M-V functional and the def2-TZVPD basis", "max_force_ev_per_a": 2.1, "relative_energy_kcal_mol": 0.0, "total_energy_ha": -2307.81215, "gap_ha": 0.3399, "species": ["N", "C", "P", "Cl", "C", "C", "C", "C", "C", "N", "H", "H", "H", "H", "H", "H", "H", "H", "H", "H", "C", "C", "C", "O", "C", "H", "H", "H", "H", "H", "H", "H", "H", "C", "C", "C", "O", "C", "H", "H", "H", "H", "H", "H", "H", "H", "C", "C", "C", "O", "C", "H", "H", "H", "H", "H", "H", "H", "H", "C", "C", "C", "O", "C", "H", "H", "H", "H", "H", "H", "H", "H", "C", "C", "C", "O", "C", "H", "H", "H", "H", "H", "H", "H", "H"], "positions_angstrom": [[-3.512, 5.110, 0.110], [-3.972, 3.919, 0.778], [-2.850, 2.414, 0.519], [-3.954, 1.398, 2.144], [-1.879, 3.193, -0.917], [-2.422, 3.100, -2.175], [-1.741, 3.699, -3.210], [-0.577, 4.332, -2.866], [-0.079, 4.351, -1.593], [-0.738, 3.771, -0.587], [-4.264, 5.689, -0.227], [-2.836, 5.633, 0.645], [-4.102, 4.030, 1.856], [-4.935, 3.632, 0.353], [-1.640, 2.223, 1.206], [-3.262, 1.382, -0.348], [-3.361, 2.585, -2.343], [-2.116, 3.696, -4.223], [-0.008, 4.833, -3.643], [0.865, 4.851, -1.394], [-4.532, -3.569, 1.918], [-4.639, -2.267, 2.704], [-5.742, -1.538, 1.953], [-6.613, -2.546, 1.424], [-5.987, -3.828, 1.553], [-4.083, -4.381, 2.477], [-3.940, -3.411, 1.015], [-4.957, -2.477, 3.729], [-3.711, -1.700, 2.745], [-5.337, -0.963, 1.116], [-6.313, -0.863, 2.591], [-6.503, -4.380, 2.347], [-6.096, -4.381, 0.619], [2.736, 8.453, 0.224], [3.876, 7.874, -0.604], [3.266, 6.576, -1.108], [1.856, 6.808, -1.235], [1.520, 8.042, -0.592], [2.802, 9.530, 0.372], [2.709, 7.975, 1.206], [4.099, 8.536, -1.444], [4.795, 7.720, -0.040], [3.414, 5.762, -0.390], [3.670, 6.266, -2.072], [1.296, 8.781, -1.368], [0.629, 7.900, 0.020], [0.013, -5.826, 0.885], [-0.984, -6.957, 0.656], [-2.062, -6.636, 1.681], [-2.071, -5.215, 1.833], [-0.910, -4.661, 1.197], [0.665, -5.634, 0.035], [0.640, -6.050, 1.752], [-1.395, -6.890, -0.354], [-0.559, -7.952, 0.785], [-1.830, -7.082, 2.655], [-3.053, -6.976, 1.372], [-1.234, -4.154, 0.281], [-0.452, -3.928, 1.853], [2.845, -1.645, 2.967], [3.802, -2.013, 1.839], [3.167, -3.282, 1.296], [1.755, -3.160, 1.507], [1.502, -2.051, 2.380], [2.883, -0.594, 3.251], [3.065, -2.246, 3.853], [3.795, -1.233, 1.074], [4.831, -2.160, 2.164], [3.515, -4.167, 1.840], [3.364, -3.428, 0.234], [1.067, -1.241, 1.785], [0.780, -2.346, 3.143], [3.465, -2.118, -4.100], [4.812, -2.802, -4.294], [5.597, -2.281, -3.102], [4.653, -2.054, -2.049], [3.324, -2.131, -2.586], [2.642, -2.619, -4.607], [3.513, -1.089, -4.464], [4.692, -3.885, -4.220], [5.288, -2.576, -5.247], [6.083, -1.327, -3.334], [6.358, -2.983, -2.759], [2.871, -3.067, -2.239], [2.729, -1.298, -2.210]]}



2.
{"formula": "C26H50ClN6O6PS", "method": "the ωB97M-V functional and the def2-TZVPD basis", "max_force_ev_per_a": 0.6, "total_energy_ha": -3000.48487, "gap_ha": 0.3465, "species": ["N", "C", "C", "O", "P", "O", "O", "O", "C", "C", "C", "C", "S", "O", "O", "Cl", "H", "H", "H", "H", "H", "H", "H", "H", "H", "H", "H", "H", "H", "H", "H", "C", "C", "C", "C", "N", "H", "H", "H", "H", "H", "H", "H", "C", "C", "C", "C", "N", "H", "H", "H", "H", "H", "H", "H", "C", "C", "C", "C", "N", "H", "H", "H", "H", "H", "H", "H", "C", "C", "C", "C", "N", "H", "H", "H", "H", "H", "H", "H", "C", "C", "C", "C", "N", "H", "H", "H", "H", "H", "H", "H"], "positions_angstrom": [[0.967, -2.110, 0.839], [1.024, -1.109, -0.228], [0.648, 0.302, 0.231], [0.150, 0.297, 1.578], [-1.316, 0.733, 1.961], [-2.229, 0.879, 0.815], [-1.062, 1.978, 2.903], [-1.788, -0.367, 3.020], [-2.456, -1.533, 2.490], [-3.964, -1.306, 2.346], [-4.490, -1.601, 0.939], [-6.020, -1.611, 0.926], [-6.776, -0.873, -0.490], [-8.168, -0.677, -0.245], [-5.945, 0.166, -1.004], [-6.654, -2.408, -1.851], [1.881, -2.387, 1.169], [0.462, -2.938, 0.560], [0.323, -1.413, -1.012], [2.032, -1.052, -0.649], [-0.115, 0.720, -0.431], [1.516, 0.965, 0.214], [-1.909, 2.290, 3.275], [-2.235, -2.344, 3.183], [-2.000, -1.784, 1.523], [-4.493, -1.913, 3.091], [-4.162, -0.250, 2.565], [-4.099, -0.833, 0.265], [-4.133, -2.574, 0.601], [-6.441, -1.005, 1.742], [-6.457, -2.609, 0.999], [1.428, 4.325, 2.540], [2.922, 4.245, 2.269], [3.318, 4.911, 0.945], [2.665, 4.268, -0.195], [2.136, 3.702, -1.039], [0.855, 3.802, 1.775], [1.179, 3.865, 3.495], [1.089, 5.364, 2.565], [3.244, 3.202, 2.248], [3.480, 4.737, 3.069], [4.396, 4.859, 0.786], [3.036, 5.966, 0.950], [6.069, 1.313, -4.007], [4.880, 0.513, -4.519], [3.548, 1.008, -3.942], [3.506, 0.900, -2.486], [3.476, 0.847, -1.342], [6.165, 1.222, -2.923], [6.990, 0.948, -4.460], [5.967, 2.373, -4.246], [5.010, -0.542, -4.276], [4.828, 0.578, -5.606], [2.710, 0.434, -4.342], [3.377, 2.057, -4.197], [-5.765, 3.796, -0.127], [-6.627, 3.545, 1.102], [-6.022, 4.139, 2.382], [-4.706, 3.572, 2.667], [-3.690, 3.100, 2.897], [-4.789, 3.319, -0.025], [-6.241, 3.384, -1.015], [-5.611, 4.866, -0.288], [-6.767, 2.471, 1.238], [-7.620, 3.980, 0.972], [-6.660, 3.945, 3.246], [-5.908, 5.221, 2.291], [-4.843, -5.382, -0.067], [-3.456, -5.873, 0.319], [-3.470, -6.670, 1.630], [-3.961, -5.840, 2.730], [-4.344, -5.132, 3.546], [-5.254, -4.732, 0.704], [-4.811, -4.817, -0.998], [-5.538, -6.213, -0.202], [-2.779, -5.023, 0.438], [-3.041, -6.501, -0.470], [-2.472, -7.024, 1.891], [-4.119, -7.544, 1.544], [10.086, -0.112, -2.631], [9.104, -0.968, -1.843], [8.685, -2.236, -2.596], [8.021, -1.929, -3.863], [7.486, -1.689, -4.847], [9.641, 0.238, -3.564], [10.384, 0.763, -2.054], [10.988, -0.674, -2.878], [8.209, -0.389, -1.603], [9.547, -1.275, -0.894], [7.995, -2.834, -1.997], [9.555, -2.859, -2.817]]}



3.
{"formula": "C26H50CoP2Si", "method": "the ωB97M-V functional and the def2-TZVPD basis", "max_force_ev_per_a": 1.8, "relative_energy_kcal_mol": 0.0, "total_energy_ha": -3375.34988, "charge": 1, "multiplicity": 5, "gap_ha": [0.2638, 0.2665], "s2": 6.020, "species": ["Co", "C", "C", "C", "C", "C", "C", "H", "H", "H", "C", "H", "H", "H", "C", "H", "H", "H", "C", "H", "H", "H", "C", "H", "H", "H", "C", "C", "C", "C", "C", "C", "C", "C", "H", "H", "H", "H", "H", "H", "H", "H", "H", "H", "H", "H", "P", "C", "C", "P", "C", "C", "C", "H", "H", "H", "H", "H", "H", "H", "H", "H", "H", "H", "H", "H", "H", "C", "Si", "C", "C", "H", "H", "H", "H", "H", "H", "H", "H", "H"], "positions_angstrom": [[1.393, 0.361, 1.185], [1.552, 2.486, 1.691], [0.482, 1.967, 2.473], [2.398, 0.794, 3.016], [2.746, 1.783, 2.046], [0.991, 0.884, 3.248], [1.521, 3.726, 0.883], [0.514, 3.963, 0.519], [2.198, 3.653, 0.021], [1.851, 4.579, 1.499], [4.117, 2.187, 1.662], [4.072, 2.874, 0.813], [4.723, 1.326, 1.371], [4.640, 2.705, 2.482], [3.338, -0.002, 3.834], [3.622, 0.531, 4.759], [4.258, -0.230, 3.282], [2.861, -0.943, 4.131], [0.271, 0.172, 4.329], [0.475, 0.659, 5.297], [0.600, -0.872, 4.408], [-0.816, 0.187, 4.191], [-0.820, 2.633, 2.690], [-0.712, 3.333, 3.533], [-1.610, 1.926, 2.959], [-1.128, 3.222, 1.822], [-2.649, -0.300, -4.252], [-3.196, 0.825, -3.775], [-4.635, 1.035, -3.407], [-5.403, -0.183, -2.840], [-4.697, -0.940, -1.755], [-3.805, -1.929, -1.913], [-3.360, -2.538, -3.209], [-3.339, -1.615, -4.451], [-5.223, 1.416, -4.265], [-5.676, -0.856, -3.660], [-4.653, 1.857, -2.670], [-4.363, -1.462, -4.810], [-1.618, -0.312, -4.615], [-2.606, 1.743, -3.739], [-2.799, -2.157, -5.247], [-2.348, -2.943, -3.037], [-3.416, -2.448, -1.036], [-3.974, -3.420, -3.473], [-6.347, 0.200, -2.417], [-5.040, -0.652, -0.758], [0.418, 0.811, -0.811], [1.422, 1.019, -2.318], [-0.922, 2.043, -0.934], [-0.315, -1.146, 1.087], [-0.506, -0.806, -0.745], [-1.941, -0.653, 1.750], [-0.183, -2.925, 1.484], [2.380, 0.489, -2.223], [1.626, 2.094, -2.436], [0.867, 0.656, -3.194], [-1.611, 1.711, -1.726], [-0.511, 3.025, -1.204], [-1.480, 2.138, 0.010], [-0.922, -3.491, 0.899], [-0.418, -3.037, 2.554], [0.829, -3.310, 1.302], [-0.084, -1.591, -1.388], [-1.567, -0.649, -0.986], [-2.041, -1.002, 2.785], [-2.707, -1.139, 1.127], [-2.096, 0.435, 1.722], [2.373, -2.421, -1.209], [2.913, -1.300, 0.246], [3.425, -2.475, 1.650], [4.552, -0.503, -0.300], [2.079, -1.826, -2.085], [1.538, -3.075, -0.928], [3.183, -3.094, -1.547], [4.350, -2.131, 2.129], [2.647, -2.552, 2.421], [3.631, -3.482, 1.260], [5.090, -1.105, -1.055], [4.370, 0.498, -0.726], [5.222, -0.432, 0.570]]}